Record 1
ORCA calculation (ωB97M-V/def2-TZVPD) on a structure of composition C51H32BrN4O2Ti.

Geometry as XYZ:
```
91
Properties=species:S:1:pos:R:3:lowdin_spin:R:1
Ti 0.0300 0.1182 0.2105 -0.09
C 2.1446 -5.1206 -2.8091 0.01
C 3.3053 -4.7404 -2.2754 0.00
C 3.4264 -3.7804 -1.1530 0.02
C 2.3419 -3.2191 -0.6229 0.02
C 1.0009 -3.5521 -1.2155 0.01
C 0.8286 -4.6935 -2.2206 0.01
C 2.1839 -2.0470 0.2768 0.19
C 1.2932 -2.1510 1.3549 -0.02
C 1.1967 -3.2229 2.3104 0.02
C 0.3471 -2.8131 3.2832 -0.03
C -0.2163 -1.5529 2.8655 0.03
C -1.3877 -0.9793 3.2865 0.02
C -2.0909 -1.4716 4.5024 0.00
C -2.5253 -2.7891 4.6194 0.00
C -3.1879 -3.2156 5.7623 0.00
C -3.4267 -2.3294 6.8026 0.00
C -3.0105 -1.0094 6.6884 0.00
C -2.3528 -0.5832 5.5444 0.00
C -2.0626 -0.0235 2.4906 0.04
N -1.5385 0.5252 1.3380 0.01
C -2.5796 1.1223 0.6632 0.03
C -2.3823 1.9779 -0.4585 0.07
C -3.5822 2.4709 -1.1966 0.01
C -4.3482 3.5182 -0.6932 0.00
C -5.4610 3.9739 -1.3878 0.00
C -5.8161 3.3846 -2.5931 0.00
C -5.0565 2.3395 -3.1011 0.00
C -3.9449 1.8836 -2.4055 0.00
C -1.1503 2.4958 -0.7592 0.01
C -0.8773 3.6973 -1.5154 -0.01
C 0.3941 4.0519 -1.2599 0.00
C 1.0020 3.0131 -0.4389 0.00
N 0.0300 2.0694 -0.1654 0.06
C 2.3399 2.8341 -0.1561 0.10
C 2.8226 1.4638 -0.1273 0.08
C 4.0008 0.9615 -0.6915 0.06
C 3.9069 -0.4294 -0.7041 0.09
C 2.7013 -0.7571 -0.0864 0.05
N 2.0256 0.4041 0.2431 0.02
C 3.2624 3.9861 0.0021 0.00
C 2.7801 5.2829 0.2427 0.02
C 3.6336 6.3588 0.4175 0.00
C 5.0088 6.1773 0.4032 0.02
C 5.5078 4.8937 0.2536 0.00
C 4.6517 3.8180 0.0691 0.02
C -3.7736 0.9378 1.3895 0.05
C -3.4425 0.2645 2.5442 0.03
N 0.4479 -1.1506 1.7149 0.05
H 2.1361 -5.8284 -3.6297 0.00
H 4.2249 -5.1382 -2.6878 0.00
H 4.4180 -3.5193 -0.8031 0.00
H 0.2378 -3.5909 -0.4404 0.00
H 0.2904 -5.5689 -1.8545 0.00
H 1.7771 -4.1320 2.2758 0.00
H 0.1019 -3.3351 4.1940 0.00
H -2.3726 -3.4764 3.7963 0.00
H -3.5256 -4.2416 5.8332 0.00
H -3.9406 -2.6636 7.6946 0.00
H -3.1970 -0.3089 7.4923 0.00
H -2.0258 0.4458 5.4546 0.00
H -4.0652 3.9771 0.2471 0.00
H -6.0484 4.7907 -0.9880 0.00
H -6.6834 3.7389 -3.1352 0.00
H -5.3297 1.8767 -4.0407 0.00
H -3.3488 1.0676 -2.7961 0.00
H -1.5950 4.2129 -2.1336 0.00
H 0.9207 4.8932 -1.6752 0.00
H 4.7934 1.5474 -1.1239 0.00
H 4.6335 -1.1316 -1.0795 0.00
H 1.7219 5.4525 0.3570 0.00
H 3.2169 7.3417 0.5981 0.00
H 5.6770 7.0162 0.5489 0.00
H 6.5757 4.7189 0.2928 0.00
H 5.0775 2.8304 0.0075 0.00
H -4.7446 1.2959 1.0872 0.00
H -4.1056 -0.0443 3.3363 0.00
Br -1.9676 -4.0660 -2.5627 0.00
C -0.1040 -3.7491 -3.0572 0.00
C 0.0027 -3.7818 -4.5444 0.00
C 0.9185 -3.0483 -5.1664 0.00
C 1.7853 -2.1296 -4.4192 0.00
C 1.6125 -1.8794 -3.1265 0.00
C 0.5223 -2.5115 -2.2949 0.00
C -0.2413 -1.3923 -1.5893 0.00
O 0.0775 -0.1650 -1.8048 0.00
O -0.9830 -1.5967 -0.5909 0.00
H -0.6610 -4.4477 -5.0802 0.00
H 1.0222 -3.1088 -6.2426 0.00
H 2.5651 -1.6039 -4.9565 0.00
H 2.2303 -1.1397 -2.6354 0.00
```

Kohn-Sham gap (alpha / beta): 4.669 / 5.600 eV
HOMO energy (alpha / beta): -5.67 / -6.91 eV
Multiplicity: 2
⟨S²⟩: 0.854

---

Record 2
ORCA calculation (ωB97M-V/def2-TZVPD) on the ion C2H7N2O with charge +1 at a distorted geometry.

Geometry as XYZ:
```
12
Properties=species:S:1:pos:R:3:nbo_charge:R:1
N 1.3085 0.3303 1.1512 -0.69
C 0.4795 0.9293 0.0873 -0.34
C -0.4780 -0.2388 -0.3283 0.68
N -1.5264 0.1412 -1.0805 -0.80
O -0.1985 -1.3478 0.0701 -0.57
H 1.1147 -0.7035 1.0357 0.47
H 0.9704 0.5184 2.0926 0.45
H 2.3152 0.4476 1.0319 0.45
H -0.0323 1.7787 0.4870 0.25
H 0.9559 1.1530 -0.8659 0.26
H -1.3612 0.7586 -1.8499 0.42
H -2.2261 -0.5642 -1.2499 0.43
```

Kohn-Sham gap: 11.742 eV
HOMO energy: -15.41 eV
Multiplicity: 1
SMILES string: NC(=O)C[NH3+]
Net charge: +1

---

Record 3
ORCA calculation (ωB97M-V/def2-TZVPD) on a cluster of 2 separate species, C3H12NO2 in total at a distorted geometry.

Geometry as XYZ:
```
18
Properties=species:S:1:pos:R:3:nbo_charge:R:1
C -0.6786 -0.5347 -0.1570 -0.25
C -0.5659 0.6993 -1.0839 0.08
C -1.1176 1.9106 -0.4069 -0.66
O 0.7860 0.7255 -1.6144 -0.75
N 0.5102 -1.4513 -0.2961 -0.71
H -0.7737 -0.2721 0.8836 0.23
H -1.6437 -1.0325 -0.4039 0.24
H -1.1092 0.4845 -2.0076 0.20
H -2.1504 1.7089 -0.1368 0.24
H -1.1975 2.8223 -1.0397 0.25
H -0.5898 2.1493 0.5316 0.22
H 1.2543 1.5501 -1.3606 0.50
H 1.2083 -1.2146 0.4602 0.48
H 1.0496 -1.3609 -1.2780 0.48
H 0.1476 -2.3952 -0.1676 0.44
H 1.7404 -1.9598 3.0531 0.51
H 1.7605 -0.4880 2.6384 0.49
O 1.3694 -1.3415 2.3855 -0.98
```

Kohn-Sham gap: 11.566 eV
HOMO energy: -14.82 eV
Multiplicity: 1
Net charge: +1

---

Record 4
ORCA calculation (ωB97M-V/def2-TZVPD) on a structure of composition C20H17F2N6O2SSn at a distorted geometry.

Geometry as XYZ:
```
49
Properties=species:S:1:pos:R:3:nbo_charge:R:1
Sn 0.0576 -0.3094 0.1449 1.57
O -3.0169 0.8035 -2.7482 -0.61
C -2.2656 0.2488 -1.9631 0.62
N -1.6056 0.8096 -0.9111 -0.73
C -1.6853 2.1493 -0.5909 0.07
C -2.3208 3.1440 -1.3538 -0.25
C -2.3542 4.4501 -0.9201 -0.21
C -1.7207 4.8188 0.2664 -0.21
C -1.0663 3.8764 1.0214 -0.24
C -1.0555 2.5236 0.6339 0.19
N -0.4622 1.5076 1.3390 -0.75
C -0.0309 1.6346 2.6329 0.63
O -0.3164 2.5322 3.3973 -0.58
C 0.7687 0.4683 3.1308 0.13
C 0.8044 0.2102 4.4928 -0.18
C 1.5632 -0.8532 4.9527 -0.13
C 2.2913 -1.6026 4.0375 -0.23
C 2.1772 -1.2933 2.6947 0.04
N 1.4174 -0.2889 2.2533 -0.48
C -2.0471 -1.2269 -2.1183 0.13
C -3.0036 -1.9731 -2.7927 -0.19
C -2.7662 -3.3198 -3.0098 -0.13
C -1.5719 -3.8705 -2.5630 -0.24
C -0.6820 -3.0570 -1.8870 0.04
N -0.9209 -1.7631 -1.6658 -0.51
H -2.8265 2.8742 -2.2638 0.25
H -2.8815 5.1949 -1.5006 0.22
H -1.7540 5.8495 0.5917 0.22
H -0.5942 4.1619 1.9457 0.25
H 0.2317 0.8357 5.1615 0.26
H 1.5765 -1.1003 6.0052 0.24
H 2.9280 -2.4134 4.3613 0.24
H 2.7120 -1.8512 1.9353 0.21
H -3.9054 -1.4803 -3.1239 0.26
H -3.4949 -3.9278 -3.5279 0.24
H -1.3358 -4.9116 -2.7291 0.24
H 0.2649 -3.4343 -1.5171 0.21
N 0.3190 0.1528 -3.7710 -0.73
C 0.9026 0.9543 -2.8930 0.37
N 0.6745 2.2576 -2.9336 -0.72
S 1.9701 0.3301 -1.7019 -0.14
H -0.2669 0.5034 -4.5139 0.42
H 0.5312 -0.8299 -3.7473 0.43
H 0.1294 2.6950 -3.6611 0.42
H 1.1545 2.8457 -2.2718 0.44
F -2.4950 -1.8869 0.7404 -0.33
C -1.3700 -1.7135 1.4469 0.40
F -1.6601 -1.0589 2.5756 -0.33
H -0.9252 -2.6823 1.6819 0.15
```

Kohn-Sham gap: 5.008 eV
HOMO energy: -10.04 eV
Multiplicity: 1
Net charge: +1

---

Record 5
ORCA calculation (ωB97M-V/def2-TZVPD) on an isolated molecule of C2H7N at a distorted geometry.

Geometry as XYZ:
```
10
Properties=species:S:1:pos:R:3:nbo_charge:R:1
C 1.2361 -0.0744 0.0197 -0.43
C -1.2607 -0.0894 0.0100 -0.42
H 1.3668 -0.8383 -0.7912 0.17
H 1.2743 -0.7020 0.9206 0.19
H 2.1323 0.5886 0.0869 0.21
H -0.0574 1.4437 -0.4816 0.35
H -2.1170 0.5486 -0.2548 0.21
H -1.5882 -0.6213 1.0147 0.18
H -0.9801 -0.9467 -0.7105 0.17
N -0.0060 0.6913 0.1862 -0.62
```

Kohn-Sham gap: 10.026 eV
HOMO energy: -8.81 eV
Multiplicity: 1
SMILES string: CNC

---

Record 6
ORCA calculation (ωB97M-V/def2-TZVPD) on a cluster of 6 separate species, C40H92IN7O13 in total.

Geometry as XYZ:
```
153
Properties=species:S:1:pos:R:3:mulliken_charge:R:1
C -0.9359 -4.8080 -2.8490 -1.76
C -1.7983 -3.6904 -3.4407 0.42
C -3.0331 -3.1860 -2.6526 -0.84
I -3.2611 -4.0894 -0.6981 0.10
C -3.0349 -1.6340 -2.5923 1.40
C -3.9256 -0.9784 -3.6585 -1.81
C -5.3475 -0.9564 -3.0636 0.88
N -5.9301 0.3428 -3.2698 -0.61
N -6.3310 -1.9424 -3.5077 0.24
C -6.0630 -2.6286 -4.7719 -1.03
C -6.7592 -2.8745 -2.4884 0.80
C -7.8258 -2.3604 -1.5688 -1.34
O -6.3276 -4.0002 -2.4449 -0.51
O -5.0857 -1.1557 -1.6271 -0.19
C -3.7424 -1.0768 -1.3814 -0.95
O -3.2939 -0.5841 -0.3885 -0.61
H -0.1751 -5.0857 -3.5847 0.36
H -0.4234 -4.4582 -1.9508 0.43
H -1.5170 -5.7017 -2.6215 0.44
H -1.1281 -2.8432 -3.6149 0.14
H -2.1439 -4.0223 -4.4273 0.22
H -3.9299 -3.5123 -3.1731 0.02
H -2.0107 -1.2754 -2.6979 0.78
H -3.6454 0.0828 -3.6755 0.35
H -3.7838 -1.2972 -4.6885 0.37
H -6.8641 0.3453 -2.8749 0.32
H -5.3752 1.0646 -2.8228 0.28
H -7.0053 -3.0389 -5.1440 0.32
H -5.3570 -3.4595 -4.6823 0.34
H -5.7203 -1.9084 -5.5159 0.38
H -7.4082 -1.5976 -0.9051 0.27
H -8.6154 -1.8870 -2.1553 0.34
H -8.2363 -3.1781 -0.9759 0.41
C 0.1620 5.5089 2.9950 -0.89
O 0.5017 4.1396 3.0718 -0.27
C -0.5596 3.2965 3.5046 -0.77
C -0.9431 2.3188 2.4178 -0.32
N -1.5764 3.0089 1.3036 -0.25
C -1.8205 2.1662 0.1358 -0.79
C -0.6081 1.6269 -0.6094 -0.01
O 0.1728 2.6232 -1.2481 -0.46
C 1.2067 3.1833 -0.4622 -0.56
H 1.0640 6.0501 2.7152 0.27
H -0.6121 5.6958 2.2428 0.35
H -0.1879 5.8865 3.9613 0.36
H -1.4271 3.8872 3.8129 0.50
H -0.2050 2.7378 4.3764 0.34
H -1.6445 1.5861 2.8266 0.37
H -0.0316 1.7802 2.1200 0.17
H -0.9911 3.7895 1.0329 0.17
H -2.4088 2.7580 -0.5720 0.31
H -2.4411 1.3208 0.4340 0.46
H -0.9802 0.9779 -1.4071 -0.03
H 0.0264 1.0032 0.0315 0.30
H 1.6147 2.4542 0.2435 0.28
H 0.8721 4.0632 0.0951 0.18
H 2.0019 3.4959 -1.1392 0.32
C 4.1051 2.7005 10.5582 -0.84
O 2.9129 2.1082 10.0893 -0.32
C 1.8416 3.0325 9.8831 -0.81
C 1.4687 3.0772 8.4202 -0.10
N 2.5249 3.6863 7.6229 -0.28
C 2.3191 3.5983 6.1817 -0.54
C 2.3379 2.2139 5.5464 -0.37
O 3.6008 1.5762 5.5975 -0.46
C 3.8446 0.7959 6.7513 -0.60
H 4.8205 1.8981 10.7324 0.26
H 4.5295 3.3999 9.8290 0.34
H 3.9406 3.2340 11.5000 0.34
H 2.1182 4.0287 10.2415 0.53
H 0.9813 2.6831 10.4535 0.29
H 0.5534 3.6658 8.3051 0.36
H 1.2451 2.0466 8.1072 0.12
H 3.4033 3.2405 7.8567 0.21
H 3.0985 4.1925 5.6988 0.30
H 1.3638 4.0747 5.9375 0.27
H 2.1066 2.3454 4.4860 0.25
H 1.5649 1.5556 5.9637 0.31
H 2.9238 0.3458 7.1336 0.26
H 4.3113 1.3758 7.5530 0.21
H 4.5319 -0.0018 6.4687 0.31
C -0.7751 -2.2957 14.4698 -0.75
O -1.4179 -2.5228 13.2321 -0.35
C -2.8214 -2.2941 13.2526 -0.81
C -3.1835 -1.1537 12.3282 -0.22
N -2.6753 0.1093 12.8442 -0.31
C -2.8209 1.2385 11.9342 -0.84
C -2.0262 1.2058 10.6344 -0.57
O -0.6243 1.2825 10.8201 -0.26
C 0.0424 0.0415 10.9934 -0.67
H 0.2730 -2.5600 14.3423 0.25
H -0.8405 -1.2466 14.7787 0.32
H -1.2014 -2.9219 15.2598 0.36
H -3.1622 -2.0828 14.2703 0.41
H -3.3176 -3.2065 12.9095 0.39
H -4.2728 -1.0912 12.2484 0.39
H -2.7873 -1.3960 11.3317 0.19
H -1.6954 -0.0047 13.0714 0.12
H -2.5281 2.1397 12.4785 0.39
H -3.8817 1.3487 11.6870 0.41
H -2.3035 2.0933 10.0582 0.36
H -2.2763 0.3367 10.0147 0.38
H -0.4563 -0.7595 10.4419 0.32
H 0.1150 -0.2410 12.0472 0.22
H 1.0558 0.1625 10.6088 0.25
C -0.4683 -1.6496 -7.0926 -0.64
O -0.2420 -2.3193 -8.3125 -0.42
C 1.0702 -2.1486 -8.8418 -0.77
C 1.8027 -3.4708 -8.8391 -0.17
N 2.0940 -3.8871 -7.4732 -0.26
C 2.6223 -5.2393 -7.3430 -0.70
C 1.6920 -6.3922 -7.6988 -0.53
O 0.5880 -6.5199 -6.8210 -0.41
C -0.5680 -5.7861 -7.1731 -0.31
H -1.5108 -1.8183 -6.8236 0.18
H 0.1689 -2.0464 -6.2934 0.34
H -0.2992 -0.5715 -7.1826 0.37
H 1.6283 -1.4024 -8.2688 0.34
H 0.9773 -1.7837 -9.8674 0.39
H 2.7449 -3.3620 -9.3842 0.43
H 1.1802 -4.1955 -9.3831 0.19
H 1.2470 -3.8172 -6.9238 -0.05
H 2.9301 -5.3746 -6.3033 0.36
H 3.5272 -5.3184 -7.9539 0.41
H 2.2624 -7.3197 -7.6028 0.37
H 1.3447 -6.3385 -8.7377 0.33
H -0.6702 -5.6911 -8.2577 0.30
H -0.5733 -4.7844 -6.7309 -0.05
H -1.4309 -6.3295 -6.7870 0.28
C 7.2564 2.8325 -10.8812 -0.75
O 6.7203 2.4948 -9.6181 -0.35
C 6.0327 3.5599 -8.9729 -0.80
C 4.5711 3.2146 -8.7985 -0.19
N 3.8956 3.1677 -10.0876 -0.30
C 2.5268 2.6694 -10.0370 -1.20
C 2.3204 1.2154 -9.6316 -0.18
O 2.8341 0.2820 -10.5629 -0.41
C 4.1823 -0.1019 -10.3650 -0.69
H 7.8042 1.9639 -11.2420 0.25
H 6.4730 3.0831 -11.6049 0.32
H 7.9485 3.6771 -10.8063 0.36
H 6.1401 4.4876 -9.5420 0.41
H 6.4867 3.7089 -7.9891 0.39
H 4.0956 3.9785 -8.1764 0.38
H 4.5185 2.2597 -8.2561 0.17
H 4.4348 2.5834 -10.7143 0.14
H 2.0908 2.8017 -11.0300 0.41
H 1.9533 3.3025 -9.3522 0.44
H 1.2422 1.0334 -9.5898 0.39
H 2.7150 1.0042 -8.6297 0.36
H 4.4490 -0.0989 -9.3044 0.30
H 4.8795 0.5437 -10.9062 0.27
H 4.2943 -1.1156 -10.7504 0.31
```

Kohn-Sham gap: 8.797 eV
HOMO energy: -8.41 eV
Multiplicity: 1
SMILES string: CC[C@@H](I)[C@H]1C[C@@](N)(N(C)C(C)=O)OC1=O.COCCNCCOC.COCCNCCOC.COCCNCCOC.COCCNCCOC.COCCNCCOC

---

One value per record, in order, for E: -156620.3173; -7208.8301; -8884.1453; -56148.6227; -3676.6764; -88114.1365 eV.